The following is a quantum chemistry calculation of a 2-piece molecular cluster, C2H10N2O overall, from the OMol25 dataset.

E_tot   -7263.7527 eV
SMILES   NCCN.O
M   78.1 g/mol
Kohn-Sham gap   0.3889 Ha
LUMO level   1.01 eV
E_HOMO   -9.5725 eV
Energy above the lowest of the compared OMol25 structures with the same formula, charge and spin   16.44 kJ/mol

Each atom is followed by the atoms it is bonded to, with distances in Å.
Positions of all 15 atoms, in Å:
1 N 2.04725 0.86730 -1.13363  C2 1.491, H5 1.021, H6 1.001
2 C 0.73311 0.60234 -0.48007  N1 1.491, C3 1.521, H7 1.085, H8 1.090
3 C 0.83972 -0.68041 0.33111  C2 1.521, N4 1.482, H9 1.095, H10 1.086
4 N -0.50210 -0.93938 0.90574  C3 1.482, H11 1.013, H12 1.013
5 H 2.17298 0.14810 -1.84693  N1 1.021
6 H 2.00330 1.72431 -1.64969  N1 1.001
7 H -0.08541 0.52714 -1.18866  C2 1.085
8 H 0.57566 1.44001 0.20004  C2 1.090
9 H 1.13508 -1.47788 -0.35889  C3 1.095
10 H 1.62692 -0.62596 1.07786  C3 1.086
11 H -0.47547 -1.60819 1.66663  N4 1.013
12 H -1.06002 -1.39362 0.19312  N4 1.013
13 H -2.24111 0.30726 0.87007  O15 0.955
14 H -3.75618 0.44724 0.97765  O15 0.944
15 O -3.01373 0.66173 0.43564  H13 0.955, H14 0.944